{
  "formula": "C25H25BHgN8O2",
  "method": "the ωB97M-V functional and the def2-TZVPD basis",
  "species": ["C", "N", "N", "C", "C", "B", "N", "N", "C", "C", "C", "Hg", "N", "N", "C", "C", "C", "H", "H", "H", "H", "H", "H", "H", "H", "H", "H", "H", "C", "H", "H", "H", "O", "C", "N", "C", "C", "O", "N", "C", "C", "C", "C", "C", "C", "C", "C", "C", "C", "C", "C", "H", "H", "H", "H", "H", "H", "H", "H", "H", "H", "H"],
  "xyz": [[-1.87604, 2.20960, -1.40414], [-0.62272, 2.09851, -1.88296], [-0.60294, 2.71984, -3.11314], [-1.79057, 3.31199, -3.35229], [-2.63651, 2.98937, -2.29751], [0.59191, 2.64878, -4.10906], [1.88818, 3.01348, -3.29215], [2.26083, 2.45993, -2.08466], [3.48356, 2.94783, -1.75895], [3.85970, 3.88461, -2.73028], [2.82413, 3.91802, -3.66807], [1.18868, 1.60566, -0.17280], [0.59126, 1.18148, -4.71025], [0.57693, 0.18503, -3.72992], [0.60460, -0.97520, -4.31211], [0.58793, -0.79707, -5.71007], [0.56290, 0.58596, -5.91080], [0.63945, -1.88236, -3.70964], [0.52817, 1.17163, -6.81106], [0.60247, -1.56614, -6.43189], [0.42049, 3.39092, -5.03051], [2.65574, 4.51017, -4.56347], [-1.91807, 3.91252, -4.24237], [4.76404, 4.45305, -2.74472], [-3.65764, 3.28257, -2.19715], [4.00747, 2.63127, -0.85805], [-2.19545, 1.73034, -0.48090], [2.80741, -0.25569, -0.23969], [2.85983, 0.25123, 0.76679], [3.94213, 0.54613, 0.85527], [2.24362, 1.20557, 1.16296], [2.57726, -0.57229, 1.45643], [-0.51192, -1.81132, -1.36092], [-0.70768, -1.38229, -0.23515], [-1.40056, -2.05696, 0.78954], [-1.08539, -1.51541, 2.07338], [-0.48348, -0.17461, 1.65220], [-0.20848, 0.76023, 2.45066], [-0.27288, -0.17334, 0.32386], [-2.31708, -1.39947, 2.96481], [-2.86364, -0.16218, 3.28779], [-3.99946, -0.06715, 4.09666], [-4.60745, -1.22632, 4.57610], [-4.06851, -2.48258, 4.25478], [-2.91479, -2.57258, 3.45767], [0.05749, -2.29842, 2.75770], [0.56770, -1.79998, 3.96183], [1.66300, -2.41585, 4.57242], [2.25928, -3.52899, 3.97651], [1.75860, -4.02462, 2.77074], [0.65458, -3.41208, 2.15782], [-1.77168, -2.99058, 0.60543], [-2.37077, 0.74156, 2.94553], [-4.38755, 0.92114, 4.33541], [-5.49876, -1.15900, 5.20176], [-4.53791, -3.40356, 4.61943], [-2.46919, -3.55050, 3.23292], [0.11139, -0.90485, 4.39081], [2.04014, -2.01368, 5.51063], [3.11711, -4.00745, 4.44647], [2.20807, -4.89035, 2.28386], [0.27111, -3.79557, 1.20652]],
  "e_lumo_ha": [-0.3657, -0.3230],
  "largest_force_ev_per_a": 4.560,
  "homo_ev": [-13.82, -13.80],
  "total_charge": 2
}